Molecular formula: CHClF2O
Method: DFT, the ωB97M-V functional and the def2-TZVPD basis

Output
LUMO energy: 0.3 eV
SMILES string: O=C(F)Cl.F
Kohn-Sham gap: 11.96 eV
Largest force on an atom: 4.33 eV/A
Energy relative to the best compared isomer or geometry (same formula, charge and spin): 62.3 kJ/mol

CARTESIAN COORDINATES (ANGSTROEM)
O -1.06700 -0.79863 -0.93118
C -0.32165 -0.88696 -0.07262
F 0.91815 -1.20860 -0.22358
Cl -0.72522 -1.08280 1.63311
F 0.67341 1.48079 -0.20335
H 0.52232 2.49621 -0.20238

Forces on the atoms, in the same order (eV/Å):
O -2.3714 1.0465 -2.3869
C 0.4714 -1.7930 2.6774
F 1.8386 0.1139 -0.1015
Cl 0.0103 0.5077 -0.2175
F -0.5320 4.2970 0.0301
H 0.5831 -4.1721 -0.0016



Molecular formula: C58H47CuNOP2S3
Method: DFT, the ωB97M-V functional and the def2-TZVPD basis

Output
LUMO energy (alpha / beta): 3.9 / 3.5 eV
Kohn-Sham gap (alpha / beta): 4.02 / 3.67 eV
Expectation value of S²: 0.772
Largest force on an atom: 0.65 eV/A
Multiplicity: 2
Energy relative to the best compared isomer or geometry (same formula, charge and spin): 0.0 kJ/mol
Charge: -2

CARTESIAN COORDINATES (ANGSTROEM)
Cu -0.01390 1.75225 -0.96186
O -2.27547 -1.07307 1.78988
S -1.07666 -1.45801 0.98468
C -1.30031 -3.18361 0.62222
C -2.53873 -3.71384 0.92178
C -2.83848 -5.08817 0.80192
C -1.85044 -5.93558 0.39710
C -1.83612 -7.43004 0.16970
C -0.34935 -7.76714 -0.13784
C 0.33322 -6.42202 -0.24551
C 1.61350 -6.07963 -0.57077
C 1.95069 -4.70815 -0.59035
C 1.07485 -3.69258 -0.26423
P 1.53113 -1.91223 -0.56093
C 2.67233 -1.56293 0.83233
C 3.02008 -2.47117 1.82813
C 3.87508 -2.09504 2.85801
C 4.38858 -0.80807 2.90242
C 4.03426 0.10726 1.91933
C 3.17382 -0.25777 0.89664
C 2.72079 -2.17614 -1.93787
C 2.16273 -2.39190 -3.19650
C 2.96884 -2.58468 -4.30369
C 4.35234 -2.54613 -4.17307
C 4.91430 -2.31600 -2.92708
C 4.10247 -2.13496 -1.81420
C -0.24883 -4.04196 0.14281
C -0.57734 -5.40603 0.09708
C -2.85955 0.94566 -0.30922
C -4.06734 0.36708 -0.76741
C -5.32516 0.58973 -0.20573
C -5.44328 1.42160 0.86953
C -6.63826 1.82188 1.70284
C -6.06726 2.85536 2.70907
C -4.57261 2.82623 2.48583
C -3.57471 3.46148 3.15489
C -2.25713 3.25545 2.70801
C -1.91812 2.47581 1.62095
P -0.09626 2.33591 1.29948
C 0.46882 4.08568 1.27905
C -0.37282 5.16437 1.03304
C 0.13532 6.45172 0.93764
C 1.49739 6.67979 1.06159
C 2.35123 5.60501 1.27451
C 1.83771 4.32286 1.38152
C 0.47230 1.92461 3.03480
C 0.79167 2.86006 4.02250
C 1.17828 2.46141 5.29233
C 1.24608 1.11063 5.61352
C 0.94193 0.16938 4.64402
C 0.57805 0.57851 3.36760
C -2.95545 1.80422 0.87892
C -4.26510 2.00405 1.38037
H -3.28768 -3.02324 1.28717
H -3.83523 -5.44334 1.03779
H -2.47443 -7.69130 -0.67867
H -2.21464 -7.98075 1.03330
H -0.24187 -8.35364 -1.05214
H 0.09502 -8.35329 0.67089
H 2.35773 -6.82228 -0.83547
H 2.94965 -4.43658 -0.91252
H 2.62622 -3.47905 1.80114
H 4.13245 -2.80965 3.63130
H 5.04497 -0.51201 3.71202
H 4.41367 1.12128 1.95893
H 2.87635 0.45700 0.13042
H 1.08638 -2.36008 -3.31219
H 2.51653 -2.72593 -5.27755
H 4.98638 -2.67120 -5.04255
H 5.99114 -2.26170 -2.81804
H 4.55519 -1.93538 -0.85066
H -4.00472 -0.29564 -1.61992
H -6.19088 0.09155 -0.63437
H -7.06086 0.96103 2.23275
H -7.44631 2.24915 1.10168
H -6.32708 2.61400 3.74228
H -6.45685 3.85790 2.50977
H -3.76550 4.10164 4.00970
H -1.46778 3.75496 3.25353
H -1.43106 4.99270 0.88838
H -0.53638 7.27529 0.72741
H 1.89483 7.68404 0.97108
H 3.42117 5.76370 1.34333
H 2.51271 3.48526 1.52430
H 0.76312 3.91909 3.79612
H 1.42295 3.21121 6.03606
H 1.54256 0.79885 6.60846
H 1.00498 -0.88835 4.86565
H 0.37060 -0.16720 2.61287
C 3.43880 2.36493 -3.89540
C 2.16487 2.45246 -3.07560
S 1.76786 0.97942 -2.18115
C 1.41928 3.57396 -3.04357
C 1.82898 4.81347 -3.80576
S -0.05079 3.78399 -2.08705
H 3.81959 1.34436 -3.86886
H 4.22418 3.02448 -3.50700
H 3.27677 2.63534 -4.94402
H 2.49934 4.59674 -4.63957
H 2.33790 5.52282 -3.14196
H 0.94475 5.32315 -4.19371
N -1.69971 0.67869 -0.93094
C -1.81050 0.11174 -2.21693
C -2.06464 0.94554 -3.31476
C -2.14270 0.43329 -4.59583
C -1.98275 -0.93136 -4.82592
C -1.72980 -1.76404 -3.74721
C -1.63677 -1.24840 -2.46025
H -2.13432 2.01143 -3.13671
H -2.30621 1.10823 -5.42857
H -2.03566 -1.33276 -5.83155
H -1.59488 -2.82958 -3.90374
H -1.42605 -1.90707 -1.62592

Forces on the atoms, in the same order (eV/Å):
Cu 0.5747 0.2847 0.0941
O -0.2357 0.0260 0.1491
S 0.1964 -0.0009 -0.0789
C 0.0034 -0.0064 -0.0019
C -0.0135 0.0011 0.0045
C 0.0443 0.0190 -0.0543
C -0.0246 -0.0109 0.0370
C 0.0069 -0.0156 -0.0229
C -0.0269 0.0041 0.0141
C 0.0546 0.0035 -0.0086
C -0.0788 0.0153 0.0194
C 0.0684 -0.0063 -0.0678
C 0.1097 0.1188 -0.0476
P 0.0633 -0.1707 -0.1114
C -0.0639 0.0542 0.0537
C 0.0235 0.0130 -0.0360
C -0.0301 0.0028 0.0351
C -0.0154 0.0069 0.0131
C -0.0032 0.0351 0.0271
C -0.0675 -0.0282 0.0064
C -0.0313 -0.0116 0.0614
C -0.0225 0.0383 -0.0290
C 0.0348 -0.0028 -0.0085
C -0.0116 0.0071 0.0062
C 0.0329 0.0004 -0.0195
C 0.0406 -0.0175 0.0179
C -0.0981 0.0570 0.0859
C -0.0127 -0.0978 0.0294
C -0.2130 0.0329 0.1915
C 0.0243 -0.0287 -0.0111
C -0.0693 -0.0035 0.0147
C -0.0239 -0.0394 -0.0301
C 0.0118 0.0062 0.0009
C -0.0035 -0.0014 -0.0073
C -0.0398 -0.0418 -0.0528
C 0.0342 0.0100 0.0195
C -0.0266 0.0426 0.0456
C -0.0015 -0.1025 -0.0129
P -0.0297 0.1278 -0.0805
C -0.1663 0.0164 -0.0795
C 0.0115 -0.0163 0.0227
C 0.0402 0.0295 -0.0442
C -0.0288 0.0026 0.0231
C -0.0108 -0.0075 0.0140
C 0.0683 -0.0548 -0.0472
C -0.0232 -0.0112 -0.0363
C 0.0857 0.0780 -0.0731
C -0.0081 -0.0764 0.0470
C 0.0080 0.0643 0.0229
C 0.0484 0.0046 -0.0806
C -0.0314 -0.1081 0.0004
C 0.0385 0.0024 0.0494
C 0.0356 0.0649 0.0378
H -0.0320 0.0215 0.0148
H -0.0086 0.0066 0.0123
H -0.0016 -0.0044 0.0116
H 0.0169 -0.0083 -0.0055
H -0.0021 -0.0004 0.0011
H -0.0048 -0.0022 -0.0059
H 0.0077 -0.0012 -0.0021
H -0.0233 -0.0151 0.0151
H -0.0161 -0.0274 -0.0051
H 0.0019 -0.0127 0.0041
H 0.0117 0.0035 0.0050
H 0.0025 0.0113 0.0016
H 0.0221 0.0166 -0.0024
H -0.0570 0.0080 -0.0036
H -0.0041 -0.0084 -0.0097
H 0.0090 -0.0055 -0.0130
H 0.0128 -0.0016 -0.0026
H -0.0116 -0.0148 0.0040
H -0.0225 0.0364 0.0289
H 0.0113 -0.0006 -0.0042
H 0.0090 0.0075 -0.0144
H 0.0097 -0.0082 0.0051
H 0.0036 0.0018 0.0045
H -0.0047 -0.0054 -0.0005
H -0.0065 0.0049 0.0092
H 0.0275 -0.0170 -0.0008
H -0.0015 0.0158 0.0102
H -0.0060 0.0113 0.0061
H 0.0026 0.0009 -0.0113
H 0.0015 -0.0040 0.0018
H 0.0033 -0.0042 0.0000
H -0.0490 -0.0136 -0.0179
H 0.0077 0.0058 0.0111
H 0.0037 -0.0013 0.0037
H 0.0031 -0.0352 0.0038
H 0.0213 -0.0300 -0.0093
C -0.0348 -0.0220 0.0140
C -0.0588 0.0279 -0.0011
S 0.0949 0.0406 -0.0152
C 0.0272 -0.0325 0.0028
C -0.0177 -0.0232 0.0399
S -0.0260 0.0471 0.0365
H 0.0077 -0.0013 -0.0047
H 0.0141 0.0143 0.0081
H 0.0064 0.0046 -0.0264
H 0.0267 -0.0044 -0.0228
H -0.0024 0.0242 0.0075
H -0.0100 0.0062 -0.0125
N -0.3433 -0.1343 0.0553
C 0.0873 -0.1228 -0.2516
C 0.0348 0.0416 0.0635
C 0.0088 -0.0785 -0.0297
C -0.0001 0.0458 0.0138
C 0.0397 -0.0280 -0.0373
C 0.0146 -0.1054 0.0894
H 0.0025 0.0125 -0.0009
H -0.0091 0.0059 0.0050
H -0.0052 0.0015 -0.0025
H 0.0091 -0.0112 0.0081
H -0.0520 0.0515 -0.0868



Molecular formula: C17H24IN5O2Y
Method: DFT, the ωB97M-V functional and the def2-TZVPD basis

Output
LUMO energy (alpha / beta): 4.4 / 3.3 eV
Kohn-Sham gap (alpha / beta): 3.09 / 0.91 eV
Expectation value of S²: 1.722
Largest force on an atom: 5.73 eV/A
Multiplicity: 2
Charge: -2

CARTESIAN COORDINATES (ANGSTROEM)
C 1.13504 -1.03673 -6.13599
I 0.50713 -0.77774 -4.08613
H 2.19656 -1.28968 -6.13609
H 0.95177 -0.11510 -6.69122
H 0.52600 -1.84296 -6.54990
C -1.62592 -2.91281 1.01247
C -0.42372 -3.41232 0.64449
N 0.19093 -2.42607 -0.11908
C -0.65400 -1.32803 -0.26002
N -1.72632 -1.64313 0.47845
H -2.42096 -3.34709 1.59246
H 0.06289 -4.34449 0.86204
C 1.12854 3.99291 -0.65117
C 0.56477 1.90052 -1.17799
N 0.12891 3.05394 -0.60848
H 3.13892 3.88102 -1.59743
N 1.83438 2.15503 -1.62633
H 1.00269 4.98440 -0.23766
Y 1.30509 -0.23530 -0.23493
C -0.20876 0.85915 -1.87419
O -1.35570 0.98245 -2.24093
C 2.18927 3.44768 -1.30796
C 2.63663 1.21412 -2.39776
H 3.65855 1.11206 -1.98922
H 2.67703 1.50188 -3.46188
H 2.17084 0.18943 -2.42859
C -1.09563 3.19472 0.15101
H -1.50663 4.19753 -0.01028
H -0.91109 3.05450 1.22529
H -1.83594 2.45831 -0.16314
C -2.86562 -0.76851 0.67106
H -3.77168 -1.27329 0.32116
H -2.73708 0.15373 0.09721
H -2.97557 -0.51496 1.73291
C 1.43348 -2.62016 -0.85211
H 1.55711 -1.88369 -1.70358
H 1.44107 -3.59112 -1.37253
H 2.32060 -2.59384 -0.17680
O 0.70277 0.21802 1.75531
N 0.04591 -0.01643 2.93996
C 0.36803 -1.12290 3.64988
C -0.50831 -1.57333 4.62366
C -1.59196 -0.77196 4.99354
C -1.80206 0.43561 4.32556
C -0.93589 0.83463 3.31761
H 1.29059 -1.63738 3.38868
H -0.32081 -2.53064 5.10622
H -2.27549 -1.09950 5.78343
H -2.62145 1.09147 4.60384
H -0.99494 1.79605 2.81514

Forces on the atoms, in the same order (eV/Å):
C -0.1215 -0.4994 -0.2037
I 0.0349 -0.0435 -0.9721
H -0.1623 -0.0095 -0.0273
H -0.0071 -0.0257 0.2406
H 0.1726 0.0426 -0.0451
C 0.2175 -0.2795 0.0273
C -0.0908 0.2300 0.1562
N -1.4757 -0.7794 -0.2767
C -0.1042 -1.0528 0.7154
N 0.1080 -0.2711 -0.4427
H 0.0591 -0.0228 0.0862
H -0.0606 -0.1178 0.0013
C 0.9325 0.4214 -0.3732
C -3.1184 -4.7227 -0.9101
N -2.0713 2.8909 0.9912
H -0.2049 -0.1223 0.1657
N 3.6932 -0.8360 -0.5066
H 0.0727 -0.0831 -0.1118
Y 0.8763 3.6803 0.5021
C 3.8119 0.8963 0.8599
O -3.4359 0.1458 -0.0575
C -0.1673 0.9112 0.6209
C 0.1385 0.0455 0.0098
H -0.3430 0.1934 -0.1702
H 0.0776 -0.0972 0.1061
H 0.4597 1.2160 -0.0233
C 0.6968 -0.0393 -0.2308
H -0.0164 -0.0997 0.0552
H -0.0214 0.0444 0.0726
H 0.1808 0.0291 -0.2167
C -0.2971 0.2629 0.1503
H 0.0882 0.0715 0.0290
H 0.2221 -0.3017 -0.0415
H 0.0876 -0.0875 -0.1740
C 0.3574 -1.0620 -0.8837
H -0.3580 -0.8953 0.4389
H -0.1217 0.3822 0.2142
H -0.1939 0.1422 -0.1904
O -0.2798 -0.1796 1.3432
N 1.5060 0.7504 -1.9715
C -0.4683 -1.7967 1.2016
C 1.3187 0.1975 -0.7148
C -1.2599 -0.7788 0.8428
C 0.7181 1.0184 -0.9446
C -1.7310 0.3955 1.1592
H -0.3064 0.2019 -0.1610
H 0.1407 0.2762 0.0192
H 0.2192 0.1290 -0.3361
H 0.1634 0.0340 -0.0077
H 0.0634 -0.4052 -0.0158



Molecular formula: C4H9N2O2
Method: DFT, the ωB97M-V functional and the def2-TZVPD basis

Output
LUMO energy: 4.0 eV
Kohn-Sham gap: 7.74 eV
Largest force on an atom: 1.52 eV/A
Energy relative to the best compared isomer or geometry (same formula, charge and spin): 171.1 kJ/mol
Charge: -1

CARTESIAN COORDINATES (ANGSTROEM)
O -0.06771 -1.19746 0.68738
C -0.59002 -0.40195 -0.13446
N -0.70934 -0.55543 -1.44472
C 2.89399 -0.91898 -0.16358
O 3.78434 -0.62018 0.58737
C -1.30091 0.86126 0.40138
C -2.78524 0.60032 0.55045
N -1.15988 2.04389 -0.51971
H -0.41692 -1.51621 -1.62835
H 3.10588 -1.04669 -1.24178
H 1.84259 -1.08735 0.13379
H -0.85421 1.10514 1.37030
H -3.02553 -0.20187 1.25335
H -3.32729 1.47672 0.93274
H -3.22167 0.35314 -0.41693
H -1.10582 2.82194 0.13715
H -0.21204 2.01176 -0.88863

Forces on the atoms, in the same order (eV/Å):
O 0.0325 -0.0175 0.6796
C -0.7296 -0.0250 -1.3312
N -0.0379 0.0786 0.6221
C -0.4706 -0.1759 -0.4255
O 0.3597 0.1321 0.3755
C 0.3083 0.2502 -0.4296
C -0.6917 -0.0144 0.3626
N 0.4796 -0.1016 0.9162
H 0.3181 0.0680 -0.1154
H 0.0913 -0.0034 -0.1807
H 0.0841 0.0499 0.2370
H -0.0418 -0.1860 0.0996
H 0.2919 -0.1516 -0.0591
H 0.2280 0.1034 -0.0961
H 0.1582 -0.0303 -0.0699
H -0.2350 0.2514 -0.2561
H -0.1454 -0.2278 -0.3289